No. 1
11 unconnected molecules or ions with the total composition C21H60F3O13S11 in a non-equilibrium geometry, computed with wB97M-V/def2-TZVPD.

The LUMO energy is 1.5 eV. For the total energy, the calculation gives -6493.508555 hartree. The value obtained for the energy above the lowest of the compared OMol25 structures with the same formula, charge and spin is 124.40 kcal/mol. The HOMO energy is -5.88 eV. As for the spin multiplicity: 1. For the HOMO-LUMO gap, the calculation gives 7.4 eV. The net charge is -1.

Structure (XYZ):
```
108
Properties=species:S:1:pos:R:3:forces:R:3
C -14.00800 21.77800 -2.29700 1.115 0.738 2.329
F -13.92600 22.69900 -1.31500 -0.503 -0.552 0.291
F -13.60100 20.58600 -1.73800 -1.136 1.008 -0.767
F -15.26900 21.71200 -2.67700 -0.750 -0.853 -0.148
S -12.95100 22.36500 -3.61800 -1.484 1.204 -0.725
O -11.98600 23.26000 -3.02000 -0.585 0.404 -0.333
O -12.45300 21.10600 -3.99000 1.909 -2.973 -1.747
O -13.94800 22.88300 -4.57200 1.129 0.597 0.675
C -12.88000 26.51000 -0.97900 1.665 1.090 -1.649
S -14.27000 25.52300 -0.63000 -1.090 -0.152 -0.861
O -15.16900 26.42500 0.12400 -0.642 0.300 0.513
C -14.96800 25.50100 -2.35800 1.393 -3.240 -1.319
H -12.58300 27.13800 -0.16400 -0.271 0.152 0.800
H -13.04000 27.14300 -1.85100 -0.467 0.337 0.178
H -11.98400 25.99100 -1.28900 0.131 -0.931 0.151
H -15.09300 24.39400 -2.65300 -0.124 1.424 0.752
H -14.29900 25.76400 -3.20500 -0.068 0.537 0.866
H -15.92700 25.94300 -2.47500 -0.672 0.781 0.465
C -11.70000 23.34300 0.52800 1.133 3.001 -0.145
S -10.62100 24.15900 1.72000 -1.579 -1.059 1.917
O -10.49700 23.03600 2.70800 0.916 0.581 0.664
C -9.09500 24.41500 0.87200 0.154 0.757 2.781
H -11.74800 22.32300 0.62400 0.500 -2.432 0.652
H -11.13500 23.61200 -0.33300 -0.700 0.075 -1.738
H -12.67800 23.75400 0.68000 -0.400 0.389 -0.419
H -8.81500 23.62100 0.36000 0.792 -3.910 -2.977
H -8.22800 24.50400 1.51000 -0.256 0.220 1.231
H -9.05800 25.28100 0.32900 -0.500 2.211 -1.685
C -17.02200 22.26200 -0.45600 1.572 0.178 -1.978
S -16.71000 22.64700 1.22500 0.500 1.583 1.002
O -15.26700 23.05400 1.34900 -0.865 -0.781 -0.337
C -17.58600 24.21500 1.20900 -2.341 -0.312 0.725
H -16.52000 22.99600 -1.13400 -0.168 -0.376 0.847
H -17.97800 22.10800 -0.90900 -1.193 0.059 0.670
H -16.50100 21.32700 -0.57800 0.327 -0.407 -0.275
H -17.31100 24.75100 2.14900 -0.382 -0.396 -0.814
H -18.72600 23.94000 1.16800 1.947 0.624 0.348
H -17.37400 24.82400 0.33200 0.421 -0.070 0.089
C -12.46900 25.47200 -6.36700 -1.428 -1.176 -2.016
S -10.93700 26.31100 -6.30500 -0.196 3.719 1.884
O -11.23500 27.74700 -6.72600 0.525 -1.110 -1.246
C -11.05700 26.67900 -4.50700 -2.445 -3.246 0.038
H -12.66800 24.85600 -5.52300 0.257 -0.868 0.680
H -12.48300 24.83800 -7.31500 0.064 0.793 1.228
H -13.32800 26.14800 -6.38400 0.426 0.456 -0.247
H -11.19200 25.70900 -4.01800 0.169 -0.397 0.077
H -12.05500 27.11300 -4.27600 0.914 0.520 -0.661
H -10.23800 27.06900 -4.00800 1.658 1.496 0.256
C -8.83400 24.11900 -2.70500 0.877 2.445 -0.938
S -7.40400 24.53500 -3.68300 1.352 2.428 1.733
O -6.85000 25.81100 -2.93200 -1.019 -2.283 -1.569
C -6.49000 23.15300 -3.06800 -0.642 -0.313 -0.693
H -8.53900 24.23500 -1.70100 0.305 0.643 1.158
H -9.17800 23.16000 -2.79300 -1.174 -2.219 -0.866
H -9.43400 24.90700 -3.10500 -1.458 0.138 0.645
H -5.76200 23.47400 -2.39700 1.046 0.728 1.345
H -6.01900 22.69900 -3.88700 0.648 -0.918 -1.135
H -7.21700 22.50200 -2.62900 0.092 -0.667 0.335
C -10.32900 22.95900 -5.52900 0.267 0.419 -0.479
S -9.26600 22.01900 -6.64200 0.659 2.103 -0.040
O -8.01300 22.04400 -5.83000 0.785 -0.572 0.339
C -9.95600 20.41000 -6.58600 -1.213 -0.993 0.464
H -10.33300 22.37900 -4.61900 -0.635 -0.213 0.063
H -11.31700 23.16800 -6.00900 0.903 -0.136 0.793
H -9.69600 23.84800 -5.24600 -0.899 -0.600 -0.884
H -9.18700 19.70200 -6.29700 0.280 0.053 -0.064
H -10.26600 20.25900 -7.61400 -0.151 -0.420 -0.072
H -10.81500 20.28500 -5.89600 0.381 0.281 -0.337
C -13.36700 20.05700 -8.59800 -1.122 0.045 0.244
S -12.95100 21.47500 -7.65600 2.593 2.680 0.338
O -11.76200 22.17100 -8.39700 -1.883 -1.293 0.972
C -14.35100 22.60900 -7.93800 -1.170 -0.998 0.538
H -14.30200 19.67800 -8.20200 -0.457 0.007 -0.034
H -12.66200 19.25700 -8.44000 0.617 0.130 -0.213
H -13.49600 20.41700 -9.59400 0.105 -0.323 -0.995
H -14.73100 22.41000 -8.93200 -0.033 0.140 -0.407
H -14.06300 23.68300 -7.85700 -0.024 -1.193 0.284
H -15.16700 22.28800 -7.21100 1.072 0.769 -0.685
C -15.01400 19.27000 -4.99400 -1.341 1.763 -0.673
S -16.60600 18.45300 -4.86100 0.296 -1.894 -2.476
O -16.41200 16.99300 -4.52500 -0.046 1.038 0.272
C -17.17700 19.27100 -3.46700 -0.635 1.200 1.923
H -14.53700 18.89800 -5.89700 0.054 0.131 0.042
H -14.35400 19.29000 -4.16000 0.470 -0.593 0.901
H -15.33300 20.35700 -5.08600 0.588 -1.022 -0.380
H -17.57400 20.30000 -3.61800 0.437 -0.743 -0.253
H -16.29700 19.30400 -2.85900 0.288 0.459 0.968
H -17.92300 18.68300 -2.93200 -0.074 -0.145 -0.371
C -10.82500 18.33000 -1.17200 -2.473 0.953 -1.136
S -10.61400 20.12900 -1.54500 -0.031 0.998 1.207
O -9.72300 20.80900 -0.53100 -0.365 -0.761 -0.060
C -9.63300 20.12400 -2.99500 -0.055 -2.657 0.158
H -11.37600 17.87100 -2.11700 1.277 0.831 1.966
H -11.55000 18.32600 -0.27600 1.333 -0.319 -1.306
H -9.84400 17.95500 -1.02300 0.683 -0.819 0.378
H -10.25900 19.67500 -3.72700 -0.422 -0.267 -1.009
H -8.69200 19.59400 -2.95400 0.238 -0.381 0.471
H -9.41000 21.09000 -3.25400 0.228 2.457 -0.559
C -14.40700 17.20100 -1.66300 0.500 -1.188 -0.714
S -14.90100 17.04400 0.02700 2.133 3.113 0.696
O -13.59700 17.48000 0.69900 -1.188 -1.166 0.334
C -15.88100 18.58400 0.10200 -2.325 -1.800 1.216
H -14.08200 16.14700 -1.82900 -0.207 0.880 -0.838
H -13.57600 17.89800 -1.87100 -0.317 -0.275 0.911
H -15.22100 17.53700 -2.27600 -0.553 -0.641 -0.538
H -15.29900 19.44300 0.04800 1.608 1.304 -1.068
H -16.20300 18.69300 1.17500 -0.391 -0.587 -1.008
H -16.73100 18.52000 -0.64200 0.815 0.271 1.074
```
Positions in Å, forces in eV/Å.

***

No. 2
5 unconnected molecules or ions with the total composition CH14NO4 in a non-equilibrium geometry, computed with wB97M-V/def2-TZVPD.

The LUMO energy is -2.9 eV. For the total energy, the calculation gives -401.972935 hartree. The value obtained for the energy above the lowest of the compared OMol25 structures with the same formula, charge and spin is 25.70 kcal/mol. The HOMO energy is -14.57 eV. As for the spin multiplicity: 1. For the HOMO-LUMO gap, the calculation gives 11.7 eV. The net charge is +1.

Structure (XYZ):
```
20
Properties=species:S:1:pos:R:3:forces:R:3
C -0.25883 -0.93236 -0.29955 -0.788 -0.206 -1.104
N 0.11258 0.34660 0.34702 0.079 0.638 0.523
H 0.45568 -1.38710 -0.97501 0.473 0.560 0.041
H -0.51383 -1.67960 0.43300 0.059 0.150 0.547
H -1.16109 -0.70280 -0.86144 0.069 -0.205 -0.181
H -0.75699 0.65300 0.78861 0.345 -0.060 0.668
H 0.29685 1.18274 -0.21557 0.094 -0.557 -0.869
H 0.88965 0.27756 1.00801 -0.378 -0.334 0.306
H -2.99221 -2.47221 -2.77978 -0.718 -0.249 0.000
H -1.64784 -3.18822 -2.92728 -0.113 -0.131 -0.094
O -2.06057 -2.32302 -2.87379 0.853 0.404 0.152
H 3.14162 2.60395 2.26410 -0.042 0.585 -0.754
H 3.40603 3.56278 1.05534 0.539 0.339 -0.016
O 2.77790 2.95394 1.42680 -0.587 -1.038 0.755
H 0.90384 -2.32224 2.63694 -0.557 -0.680 -0.082
H 1.86852 -1.28199 2.89307 1.277 0.594 0.584
O 1.00261 -1.37977 2.53923 -0.609 0.156 -0.487
H -1.62173 1.76189 -2.19151 0.033 -0.083 -0.129
H -2.24198 2.49381 -1.03554 -0.793 0.876 0.324
O -1.60021 1.83303 -1.23266 0.766 -0.761 -0.185
```
Positions in Å, forces in eV/Å.

***

> What is the total energy in the second record?

-401.972935 hartree